The following is a quantum chemistry calculation of C29H34BaCl3FI2N4O3 as an isolated structure, from OMol25.

The geometry in XYZ format:
```
77
Properties=species:S:1:pos:R:3
H 2.97 -0.62 7.58
H -2.95 2.23 4.91
Ba 0.73 -0.43 2.82
O -0.38 -2.47 1.57
H 5.56 -0.68 1.69
C -0.05 -0.47 -0.75
H 0.26 -3.74 -1.67
H 0.11 -2.79 -4.96
H 0.19 -4.07 -3.78
H 0.16 0.03 6.59
H 2.95 -2.17 5.57
H -2.72 3.56 3.74
F -1.21 3.15 -3.71
H 3.77 1.94 2.97
O 0.04 0.29 0.24
C 4.54 -0.31 1.60
C -3.15 -2.44 6.13
H -2.16 2.09 -9.32
H -3.06 2.63 -5.30
H -2.27 -4.02 -3.44
C -0.40 0.01 -2.08
N -0.24 -2.22 -2.97
H -0.58 2.05 -1.42
N -1.38 1.47 -5.92
I -0.35 2.70 4.60
N -1.27 -1.38 4.66
H -2.90 3.54 -7.47
N -1.95 1.90 -8.34
C -0.50 2.52 -6.45
H -0.88 -1.01 -5.30
C -0.59 2.46 -7.98
H 2.84 2.09 5.23
H -2.43 -2.70 -4.60
Cl -3.42 -4.10 5.62
I -2.75 1.22 2.45
C 3.91 -0.20 2.96
C 3.57 1.02 3.53
C 2.32 1.41 7.63
C 3.65 -1.35 3.72
C 2.79 -0.03 5.58
H 0.58 -0.64 8.17
H 2.05 1.34 8.68
C -0.49 -0.88 -3.17
H 3.89 -2.32 3.31
C 0.17 -1.88 -0.65
C -0.64 1.38 -2.27
H 3.31 1.86 7.57
C 3.03 1.11 4.81
H -1.92 0.89 -8.21
C -1.83 -3.57 -4.33
C -2.09 -1.86 5.29
Cl -4.61 -1.46 5.91
Cl -2.61 -2.37 7.81
H -3.41 1.00 -5.88
C -1.04 0.98 -4.62
C -0.38 -3.19 -4.07
H -0.77 3.51 -6.09
H 3.98 -1.01 0.97
H 0.84 -1.60 6.71
H 1.61 2.08 7.15
H -0.51 3.44 -8.44
C 0.55 -2.29 0.75
C -3.01 2.46 -7.44
C -2.78 1.88 -6.04
C -0.81 -0.36 -4.44
C -2.40 2.57 4.05
C 0.89 -0.59 7.12
H 0.15 1.79 -8.42
C 0.08 -2.68 -1.74
H 0.53 2.32 -6.15
C -0.96 1.84 -3.51
C 3.10 -1.26 4.99
H -1.88 -4.29 -5.14
H -3.99 2.19 -7.84
C 2.29 0.02 7.01
O 1.76 -2.15 1.07
H 4.57 0.66 1.11
```

Max |F|: 0.128 eV/Å
HOMO-LUMO gap: 8.1 eV
Charge: +2
ΔE to the lowest compared entry with this formula, charge and spin: 34.4 kJ/mol

These are the Mulliken partial charges, in e, on atoms 1 to 8: atom 1 (H): 0.395, atom 2 (H): 0.390, atom 3 (Ba): 1.358, atom 4 (O): -0.738, atom 5 (H): 0.353, atom 6 (C): 1.618, atom 7 (H): 0.494, atom 8 (H): 0.423